Record 1
C21H16F4O2S | ωB97M-V with the def2-TZVPD basis set

Its HOMO energy is -5.893 eV. The calculation puts the LUMO energy at -3.17 eV. As for the spin multiplicity: 1.

Last column: Löwdin charge in e.
Geometry (Å):
F: 3.816 2.533 2.356  0.044
C: 3.367 1.235 2.305  -0.242
C: 4.318 0.219 2.291  0.021
C: 3.850 -1.102 2.224  -0.050
C: 2.496 -1.360 2.163  -0.015
C: 1.517 -0.319 2.153  -0.185
C: 0.164 -0.729 2.079  0.080
C: -1.051 -0.002 2.144  -0.189
C: -2.253 -0.780 2.163  -0.012
C: -3.503 -0.194 2.233  -0.066
C: -3.622 1.205 2.285  -0.055
C: -2.466 1.995 2.270  -0.065
C: -1.203 1.414 2.203  0.000
C: 2.001 1.019 2.228  0.064
H: 5.377 0.455 2.323  0.126
H: 4.563 -1.927 2.217  0.117
H: 2.133 -2.386 2.106  0.121
H: 0.039 -1.813 2.030  0.122
H: -2.146 -1.865 2.130  0.117
H: -4.396 -0.821 2.250  0.111
H: -4.605 1.670 2.340  0.109
H: -2.548 3.083 2.315  0.112
H: -0.331 2.054 2.202  0.085
H: 1.331 1.866 2.209  0.099
F: 4.271 -0.165 -2.080  0.132
C: 3.098 0.486 -2.124  -0.638
F: 2.876 1.077 -0.918  0.099
F: 3.148 1.453 -3.065  0.123
S: 1.726 -0.713 -2.486  0.702
C: 0.385 0.347 -2.287  -0.173
C: -0.905 -0.087 -2.613  -0.292
C: -2.013 0.820 -2.566  -0.048
C: -3.293 0.390 -2.893  -0.102
C: -3.514 -0.949 -3.267  -0.105
C: -2.441 -1.854 -3.317  -0.091
C: -1.161 -1.436 -3.003  -0.048
O: 1.944 -1.116 -3.858  -0.286
O: 1.783 -1.681 -1.409  -0.309
H: 0.610 1.372 -2.016  0.087
H: -1.787 1.850 -2.277  0.107
H: -4.129 1.096 -2.861  0.100
H: -4.517 -1.293 -3.519  0.092
H: -2.589 -2.898 -3.604  0.105
H: -0.339 -2.150 -3.057  0.097

Record 2
C21H16F6N5O7S2Ta | ωB97M-V with the def2-TZVPD basis set

Its HOMO energy is -14.247 eV. Its charge is +2. The calculation puts the LUMO energy at -7.86 eV. As for the spin multiplicity: 1.

Last column: Löwdin charge in e.
Geometry (Å):
Ta: 0.253 -0.424 -0.123  2.008
O: 0.152 -4.440 0.804  0.183
C: -0.019 -3.258 0.790  -0.399
N: 0.132 -2.401 -0.302  -0.067
C: 0.109 -2.876 -1.639  -0.204
C: 0.492 -4.128 -2.097  0.016
C: 0.363 -4.386 -3.454  -0.032
C: -0.124 -3.419 -4.329  -0.034
C: -0.501 -2.165 -3.875  0.011
C: -0.387 -1.907 -2.517  -0.201
N: -0.721 -0.699 -1.837  -0.064
C: -1.755 0.126 -2.279  -0.409
O: -2.278 0.104 -3.355  0.176
C: -2.164 1.100 -1.214  -0.164
C: -3.183 1.997 -1.437  0.059
C: -3.450 2.956 -0.469  0.026
C: -2.641 3.008 0.655  0.008
C: -1.636 2.073 0.807  -0.104
N: -1.426 1.091 -0.085  -0.021
C: -0.496 -2.494 1.985  -0.170
C: -0.783 -3.141 3.162  0.062
C: -1.238 -2.393 4.240  0.028
C: -1.369 -1.023 4.085  0.006
C: -1.048 -0.445 2.872  -0.083
N: -0.630 -1.160 1.817  -0.022
H: 0.875 -4.874 -1.420  0.119
H: 0.654 -5.356 -3.833  0.122
H: -0.210 -3.643 -5.383  0.122
H: -0.883 -1.420 -4.555  0.117
H: -3.732 1.934 -2.367  0.145
H: -4.250 3.670 -0.609  0.137
H: -2.772 3.772 1.409  0.132
H: -0.953 2.135 1.641  0.101
H: -0.649 -4.213 3.207  0.145
H: -1.482 -2.869 5.180  0.137
H: -1.714 -0.394 4.893  0.131
H: -1.131 0.619 2.750  0.090
F: 3.637 -2.756 -0.484  0.182
C: 4.491 -1.777 -0.709  -0.661
F: 5.289 -1.613 0.326  0.189
F: 5.170 -1.985 -1.809  0.209
S: 3.520 -0.167 -0.960  0.759
O: 2.105 -0.650 -1.145  -0.437
O: 4.077 0.546 -2.041  -0.173
N: 3.617 0.630 0.420  -0.248
S: 2.502 0.350 1.448  0.700
O: 1.248 1.144 1.209  -0.392
O: 2.071 -1.047 1.515  -0.310
C: 3.196 0.930 3.080  -0.687
F: 2.241 0.729 3.969  0.188
F: 3.481 2.204 2.972  0.213
F: 4.253 0.210 3.346  0.221
C: 1.088 1.735 -2.781  -0.027
O: 0.878 1.550 -1.352  -0.248
H: 2.043 2.225 -2.945  0.102
H: 0.270 2.320 -3.197  0.105
H: 1.105 0.745 -3.227  0.090
H: 0.959 2.392 -0.888  0.118

Record 3
C21H16FeN3O10S2 | ωB97M-V with the def2-TZVPD basis set

Its HOMO energy (spin up / spin down) is -2.035 / -2.112 eV. Its charge is -2. The calculation puts the LUMO energy (spin up / spin down) at 4.03 / 4.03 eV. As for the spin multiplicity: 2. Its expectation value of S² is 0.797.

Last column: Mulliken spin population.
Geometry (Å):
Fe: 1.185 -1.951 -0.350  0.000
C: 3.420 4.987 3.766  0.000
C: 2.787 3.654 3.466  0.000
C: 2.963 3.045 2.227  0.000
C: 2.409 1.802 1.955  0.000
C: 1.666 1.147 2.927  0.000
C: 1.489 1.737 4.169  0.000
C: 2.042 2.982 4.431  0.000
S: 0.839 -0.415 2.556  -0.001
O: 0.893 -1.152 3.804  0.000
O: -0.478 0.009 2.110  0.000
N: 1.660 -1.014 1.371  0.000
C: 2.991 -1.494 1.779  0.000
C: 3.796 -1.951 0.552  0.000
O: 5.023 -1.992 0.651  0.000
O: 3.101 -2.284 -0.467  0.000
H: 3.399 5.640 2.891  0.000
H: 4.466 4.868 4.060  0.000
H: 2.904 5.495 4.582  0.000
H: 3.548 3.545 1.462  0.000
H: 2.556 1.317 0.997  0.000
H: 0.922 1.208 4.924  0.000
H: 1.896 3.440 5.405  0.000
H: 2.906 -2.352 2.454  0.000
H: 3.580 -0.728 2.294  0.000
O: 0.952 -0.822 -4.412  0.036
C: 0.415 -1.361 -3.437  0.014
O: 1.008 -1.759 -2.391  0.015
C: -1.095 -1.588 -3.561  0.356
C: -1.648 -1.585 -4.809  -0.149
C: -2.986 -1.926 -5.050  0.452
C: -3.805 -2.339 -3.971  -0.159
C: -3.341 -2.331 -2.704  0.316
C: -1.959 -1.857 -2.345  -0.018
S: -0.917 -2.832 0.162  0.004
H: -0.981 -1.336 -5.625  -0.006
H: -3.377 -1.923 -6.060  0.036
H: -4.821 -2.667 -4.161  -0.007
H: -3.976 -2.638 -1.884  0.005
O: -5.215 1.341 -1.667  0.000
C: -4.643 0.135 -1.343  -0.021
O: -5.362 -0.797 -1.126  0.011
C: -3.177 0.233 -1.168  0.004
C: -2.632 1.278 -0.440  0.000
N: -1.313 1.073 -0.408  0.001
N: -0.948 -0.029 -1.051  0.007
C: -2.055 -0.585 -1.512  0.057
C: -1.271 -3.049 -1.581  0.037
O: -0.985 -4.040 -2.191  0.005
O: 0.420 -3.650 0.322  0.006
H: -4.503 1.939 -1.926  0.000
H: -3.103 2.078 0.107  0.000
H: -0.645 1.496 0.215  0.000

Record 4
C21H16N3O7S2V | ωB97M-V with the def2-TZVPD basis set

Its HOMO energy is -8.522 eV. The calculation puts the LUMO energy at -0.67 eV. As for the spin multiplicity: 1.

Last column: Löwdin charge in e.
Geometry (Å):
V: 0.153 -0.040 0.309  0.998
O: 0.484 1.544 1.100  -0.162
C: 0.484 2.823 0.763  -0.288
C: 1.396 3.698 1.360  0.014
C: 1.381 5.038 1.029  -0.069
C: 0.465 5.536 0.105  -0.088
C: -0.438 4.677 -0.485  -0.033
C: -0.445 3.317 -0.166  -0.077
C: -1.392 2.386 -0.752  -0.223
N: -1.325 1.065 -0.688  0.034
C: -2.414 0.555 -1.358  -0.077
C: -3.151 1.585 -1.839  -0.053
N: -2.500 2.733 -1.441  0.127
H: 2.108 3.295 2.066  0.126
H: 2.098 5.705 1.489  0.108
H: 0.468 6.585 -0.156  0.102
H: -1.131 5.067 -1.221  0.106
H: -2.559 -0.505 -1.464  0.120
H: -4.058 1.608 -2.414  0.116
H: -2.789 3.675 -1.635  0.154
O: 4.003 0.186 0.001  -0.246
S: 2.729 -0.283 -0.432  0.573
O: 1.863 0.668 -1.127  -0.301
O: 1.869 -0.823 0.703  -0.364
C: 2.993 -1.706 -1.470  -0.213
C: 4.293 -1.867 -1.924  -0.047
C: 4.625 -2.928 -2.755  -0.057
C: 3.649 -3.832 -3.132  -0.054
C: 2.347 -3.674 -2.679  -0.047
C: 2.002 -2.620 -1.846  -0.203
S: 0.288 -2.643 -1.310  0.540
O: -0.076 -1.169 -1.240  -0.428
O: -0.453 -3.258 -2.372  -0.277
O: 0.241 -3.256 -0.012  -0.279
H: 5.042 -1.154 -1.612  0.113
H: 5.644 -3.041 -3.100  0.110
H: 3.893 -4.662 -3.781  0.110
H: 1.574 -4.368 -2.979  0.116
N: -0.867 -0.710 1.350  0.012
C: -1.825 -1.190 2.207  -0.292
C: -2.376 -0.341 3.170  -0.011
C: -3.359 -0.829 4.013  -0.080
C: -3.782 -2.148 3.901  -0.081
C: -3.223 -2.989 2.947  -0.069
C: -2.240 -2.519 2.093  0.002
H: -2.023 0.680 3.239  0.118
H: -3.794 -0.182 4.762  0.104
H: -4.550 -2.523 4.565  0.103
H: -3.552 -4.016 2.870  0.107
H: -1.770 -3.151 1.350  0.104